DFT (wB97M-V/def2-TZVPD) results for a cluster of 2 separate species, C5H10N in total.

Last column: Mulliken charge in e.
Atoms and positions in Å:
C -2.1485 0.1284 1.0857  -0.55
C 1.8735 0.0862 0.6794  -1.20
C -1.9878 1.0358 0.3607  -0.19
C 1.2232 0.7351 -0.5345  -0.03
C 0.1694 0.1656 -1.0632  -0.57
N -0.4167 -1.1019 -0.7231  -0.26
H -2.2478 -0.6833 1.8050  0.47
H 2.3680 0.8689 1.1343  0.39
H 1.1693 -0.2945 1.4566  0.32
H 2.5476 -0.7032 0.3867  0.34
H -2.0513 2.0063 0.0337  0.43
H 1.7692 1.5862 -1.0135  0.40
H -0.2861 0.4179 -1.9395  0.48
H -1.1969 -1.2694 -1.3542  0.44
H -0.8954 -1.0620 0.3636  0.19
H 0.1102 -1.9161 -0.6778  0.34

Computed properties:
Electronic energy in eV: -6826.343
Gap between HOMO and LUMO in eV: 10.940
ΔE to the lowest compared entry with this formula, charge and spin in kcal/mol: 89.0
Net charge: +1

DFT (wB97M-V/def2-TZVPD) results for the ion C5H10N with charge +1.

Last column: Mulliken charge in e.
Atoms and positions in Å:
C 1.5184 1.8448 1.4738  -1.00
C 1.7127 0.7273 0.4486  -0.19
C 0.5282 -0.0492 0.0652  0.21
N -0.5665 -0.7746 -0.4700  0.09
C -1.3468 -1.6836 0.2739  -0.81
C -1.0285 -0.2365 -1.8078  -0.74
H 2.3008 2.6040 1.3214  0.32
H 1.7694 1.2529 2.3659  0.32
H 0.5786 2.2363 1.3854  0.39
H 2.5913 0.4614 0.0033  0.48
H -0.8497 -1.9577 1.1973  0.36
H -2.3840 -1.2453 0.4968  0.34
H -1.4862 -2.7580 -0.2760  0.31
H -1.6282 0.7011 -1.9195  0.30
H -0.1036 -0.0051 -2.2911  0.35
H -1.6058 -1.1180 -2.2669  0.28

Computed properties:
Electronic energy in eV: -6826.407
Gap between HOMO and LUMO in eV: 9.749
SMILES: CC=C=[N+](C)C
ΔE to the lowest compared entry with this formula, charge and spin in kcal/mol: 87.5
Net charge: +1

DFT (wB97M-V/def2-TZVPD) results for the ion C5H10N with charge +1.

Last column: Mulliken charge in e.
Atoms and positions in Å:
C 0.7271 -1.7472 0.6535  -1.36
C -0.3586 -0.7673 0.8153  -0.16
C 0.1654 0.9433 1.0392  -0.31
N -1.0355 1.5671 0.5337  -0.17
C -0.3258 0.3863 -0.2246  0.61
C 0.1321 0.6319 -1.6841  -1.23
H 1.5401 -1.1526 0.2644  0.39
H 0.3137 -2.7023 0.2428  0.34
H 0.9719 -2.0100 1.6991  0.38
H -1.1932 -1.1055 1.2811  0.48
H 1.1395 1.2566 1.4137  0.31
H -1.9672 1.3701 0.8727  0.29
H -0.9081 2.4290 0.0320  0.30
H 0.4233 -0.4105 -1.9543  0.33
H 0.9354 1.3456 -1.5666  0.35
H -0.6219 1.0137 -2.1985  0.46

Computed properties:
Electronic energy in eV: -6826.597
Gap between HOMO and LUMO in eV: 11.359
SMILES: C[C@H]1[C@@H]2[NH2+][C@]12C
ΔE to the lowest compared entry with this formula, charge and spin in kcal/mol: 83.1
Net charge: +1

DFT (wB97M-V/def2-TZVPD) results for a structure of composition C5H10N.

Last column: Mulliken charge in e.
Atoms and positions in Å:
C -1.6653 -1.0655 -1.3005  -1.22
C -0.4569 -1.6472 -0.6639  -0.20
C 0.0894 -0.5178 0.3350  -0.67
C 1.1366 0.5817 0.2043  0.02
N 0.6866 1.6745 1.0714  -0.08
C 1.8757 2.2867 0.7550  -0.15
H -2.6420 -1.2989 -0.7887  0.35
H -1.8570 -1.8416 -2.0707  0.32
H -1.6549 -0.0357 -1.5898  0.38
H 0.5528 -1.9203 -1.0960  0.33
H -0.8138 -2.3711 0.0706  0.28
H -0.7418 0.2162 0.2512  0.30
H 0.2474 -0.7697 1.3837  0.40
H 0.1677 1.9381 1.9383  0.33
H 2.5068 2.3759 -0.1221  0.35
H 2.5688 2.3946 1.6220  0.28

Computed properties:
Electronic energy in eV: -6822.982
Gap between HOMO and LUMO in eV: 8.567
ΔE to the lowest compared entry with this formula, charge and spin in kcal/mol: 166.5
Net charge: +1

DFT (wB97M-V/def2-TZVPD) results for a structure of composition C5H10N.

Last column: Mulliken charge in e.
Atoms and positions in Å:
C -1.2891 1.0570 0.4561  -0.46
C -1.2533 -1.4188 0.1252  -0.18
C -2.0390 -0.2091 -0.1748  -0.12
C -0.3989 0.6653 -0.5972  -0.12
C 2.1063 0.0195 -0.0491  -0.94
N -0.7695 -0.5805 -1.0006  -0.25
H -1.8088 2.1476 0.4572  0.31
H -1.0443 0.8819 1.4499  0.25
H -0.6340 -1.4781 0.9714  0.27
H -1.7772 -2.2942 -0.2679  0.25
H -3.1126 -0.1086 -0.5059  0.35
H 0.2100 1.1029 -1.3865  0.53
H 2.5549 0.6959 -0.7690  0.29
H 2.7852 -0.1883 0.8623  0.32
H 1.2898 0.3757 0.5440  0.15
H 1.6777 -0.8735 -0.5534  0.34

Computed properties:
Electronic energy in eV: -6825.458
Gap between HOMO and LUMO in eV: 10.179
ΔE to the lowest compared entry with this formula, charge and spin in kcal/mol: 109.4
Net charge: +1

DFT (wB97M-V/def2-TZVPD) results for a cluster of 2 separate species, C5H10N in total.

Last column: Mulliken charge in e.
Atoms and positions in Å:
C -1.3745 0.0472 0.0488  0.22
C 1.2780 0.9964 -0.8609  -1.31
C 2.1825 0.1687 -0.4189  0.22
C 2.5866 -0.1918 0.9632  -0.98
C -3.9428 -0.0417 -0.0097  -0.60
N -2.5030 -0.1120 0.0771  0.06
H -0.2580 0.0999 -0.1379  0.24
H 1.0752 1.1819 -1.8880  0.43
H 1.1412 1.9162 -0.2790  0.44
H 2.3040 -0.6237 -1.0664  0.32
H 2.7424 -1.2181 0.9849  0.33
H 1.8173 0.1015 1.6123  0.33
H 3.5481 0.2111 1.2961  0.33
H -4.2535 -0.5028 -0.8287  0.35
H -4.2512 1.0233 0.2901  0.31
H -4.3762 -0.7315 0.7351  0.30

Computed properties:
Electronic energy in eV: -6826.858
Gap between HOMO and LUMO in eV: 9.978
ΔE to the lowest compared entry with this formula, charge and spin in kcal/mol: 77.1
Net charge: +1

DFT (wB97M-V/def2-TZVPD) results for the ion C5H10N with charge +1.

Last column: Mulliken charge in e.
Atoms and positions in Å:
C -0.3280 -3.0440 -1.6977  -1.26
C -0.1743 -1.8124 -1.1237  0.77
N -0.0488 -0.7902 -0.5738  0.10
C -0.2990 0.5141 -0.0233  -0.76
C 0.8791 1.3687 0.6334  -0.18
C 0.1239 2.2166 1.6345  -1.17
H -1.2920 -3.5495 -1.5297  0.33
H 0.3956 -3.6920 -1.3893  0.34
H -0.2626 -3.2278 -2.7433  0.38
H -1.0444 0.3950 0.6826  0.47
H -0.6812 1.1799 -0.7591  0.38
H 1.3822 2.1160 -0.0541  0.26
H 1.7468 0.8894 1.0933  0.36
H -0.9549 2.3016 1.4125  0.34
H 0.1860 1.8600 2.7107  0.29
H 0.3715 3.2746 1.7271  0.36

Computed properties:
Electronic energy in eV: -6828.442
Gap between HOMO and LUMO in eV: 11.278
SMILES: CC#[N+]CCC
ΔE to the lowest compared entry with this formula, charge and spin in kcal/mol: 40.6
Net charge: +1

DFT (wB97M-V/def2-TZVPD) results for the ion C5H10N with charge +1.

Last column: Mulliken charge in e.
Atoms and positions in Å:
C -2.9840 -0.3587 -0.2082  0.35
C -1.8121 -0.3732 0.1272  -1.15
C -0.3802 0.0825 0.5030  0.43
C -0.1485 1.4769 0.0191  -1.48
N 0.5333 -0.9972 -0.1846  -0.32
C 1.9033 -0.5646 0.0177  -1.01
H -3.9568 -0.3805 -0.3438  0.57
H -0.0327 0.0515 1.4772  0.38
H -0.9047 2.1732 0.2981  0.43
H 0.8094 1.7699 0.3052  0.49
H -0.3715 1.4992 -1.1294  0.33
H 0.4477 -1.1225 -1.2568  0.43
H 0.4399 -1.9491 0.1972  0.36
H 2.0126 -0.3545 1.0880  0.36
H 2.5687 -1.2929 -0.4191  0.35
H 1.8755 0.3400 -0.4906  0.47

Computed properties:
Electronic energy in eV: -6827.336
Gap between HOMO and LUMO in eV: 11.152
SMILES: C#C[C@H](C)[NH2+]C
ΔE to the lowest compared entry with this formula, charge and spin in kcal/mol: 66.1
Net charge: +1

DFT (wB97M-V/def2-TZVPD) results for a structure of composition C5H10N.

Last column: Mulliken charge in e.
Atoms and positions in Å:
C -0.9541 0.4109 -0.3668  0.39
C -0.5529 -0.8409 -1.1011  -0.30
C -0.1370 -0.3947 0.8015  0.29
C -0.2483 1.7212 -0.7646  -1.64
C 1.2493 -0.2144 1.0830  -1.17
N -0.6722 -1.6602 0.2217  -0.10
H -1.9615 0.6022 -0.0776  0.34
H 0.4960 -0.9126 -1.5061  0.31
H 0.7506 1.5157 -0.9844  0.46
H -0.3278 2.4431 0.0605  0.37
H -0.6859 2.1012 -1.6323  0.41
H 1.9604 -0.9166 0.5910  0.35
H 1.5207 -0.2523 2.1835  0.33
H 1.4727 0.7276 0.6868  0.32
H -1.6209 -1.7434 0.6215  0.34
H -0.2893 -2.5868 0.1835  0.29

Computed properties:
Electronic energy in eV: -6826.014
Gap between HOMO and LUMO (alpha / beta) in eV: 8.609 / 8.857
ΔE to the lowest compared entry with this formula, charge and spin in kcal/mol: 96.6
Net charge: +1

DFT (wB97M-V/def2-TZVPD) results for the ion C5H10N with charge +1.

Last column: Mulliken charge in e.
Atoms and positions in Å:
C -1.0116 1.2250 0.1306  -0.33
C 0.2155 1.3820 -0.2454  -0.44
C -1.7370 -0.1364 0.1616  -0.52
C 0.9524 0.1494 -0.5057  0.30
C 2.0941 -0.1357 0.3121  -1.05
N -0.9164 -1.2940 -0.1949  -0.56
H -1.7748 1.9473 0.4174  0.40
H 0.7778 2.3203 -0.2545  0.43
H -2.3043 -0.3478 1.1098  0.37
H -2.4617 -0.0261 -0.5405  0.38
H 1.1046 -0.3233 -1.4365  0.36
H 2.1172 0.3905 1.2649  0.34
H 3.1244 0.0164 -0.0180  0.40
H 2.0110 -1.2782 0.3536  0.30
H -0.8375 -2.1308 0.5142  0.31
H -1.3538 -1.7584 -1.0688  0.31

Computed properties:
Electronic energy in eV: -6827.336
Gap between HOMO and LUMO in eV: 9.117
ΔE to the lowest compared entry with this formula, charge and spin in kcal/mol: 66.1
Net charge: +1

DFT (wB97M-V/def2-TZVPD) results for a cluster of 2 separate species, C5H10N2 in total.

Last column: Mulliken charge in e.
Atoms and positions in Å:
C 0.0048 -1.2019 1.1470  -1.44
C -0.0964 0.2324 0.8773  0.16
C -1.4745 0.9720 0.5663  -0.97
C 0.9188 1.0216 0.7269  0.68
N 1.7889 1.8350 0.9539  -0.62
H 1.0083 -1.5313 1.3920  0.35
H -0.6177 -1.5811 1.9353  0.42
H -0.2787 -1.7104 0.2892  0.32
H -1.6882 1.0168 -0.4569  0.26
H -1.4494 2.0078 0.9739  0.33
H -2.3260 0.4033 1.0779  0.27
H 2.2401 2.2339 0.1854  0.25
C 0.1270 -0.4728 -2.0878  -0.29
N 1.0426 -0.7753 -1.2659  -0.38
H -0.2309 -1.1269 -2.9841  0.21
H -0.4984 0.2822 -1.8229  0.24
H 1.5296 -1.6054 -1.5075  0.20

Computed properties:
Electronic energy in eV: -8323.918
Gap between HOMO and LUMO in eV: 8.630
SMILES: CC(C)=C=N.C=N
ΔE to the lowest compared entry with this formula, charge and spin in kcal/mol: 78.8

DFT (wB97M-V/def2-TZVPD) results for a structure of composition C5H10N2.

Last column: Mulliken charge in e.
Atoms and positions in Å:
C -1.7383 -0.5791 -0.4648  -1.55
C 0.2160 1.4341 0.3513  -1.27
N 0.6343 -0.7719 -1.1091  0.07
C -0.3148 -0.4942 0.0506  0.78
C 1.9449 0.8656 -0.3660  -0.11
C -0.0096 -1.1342 1.2289  -1.05
N 1.7968 -0.1241 -1.1063  -0.59
H 0.7296 -1.7549 -1.3353  0.34
H 2.6991 1.6329 -0.4950  0.40
H -1.9222 -1.5582 -0.9104  0.37
H -2.4544 -0.4432 0.3467  0.41
H -1.9240 0.1738 -1.2291  0.41
H -0.7832 -1.5884 1.8306  0.28
H 0.9885 -1.0887 1.6373  0.33
H 0.5543 1.4763 1.3875  0.32
H 0.4527 2.3773 -0.1567  0.41
H -0.8697 1.5768 0.3397  0.46

Computed properties:
Electronic energy in eV: -8321.151
Gap between HOMO and LUMO (alpha / beta) in eV: 8.090 / 8.089
ΔE to the lowest compared entry with this formula, charge and spin in kcal/mol: 142.6

DFT (wB97M-V/def2-TZVPD) results for an isolated molecule of C5H10N2.

Last column: Mulliken charge in e.
Atoms and positions in Å:
N -0.3821 -0.8831 1.1007  -0.70
C -0.5326 -0.6137 -0.4983  0.18
C 0.7555 -0.7688 -1.0441  -0.56
C 1.6319 0.1875 -0.0551  -0.70
N 0.5377 1.2434 0.6005  -0.70
C -0.5798 0.8992 -0.2310  0.39
C -1.8606 0.1934 -0.2500  -0.63
H 0.7412 -0.8586 1.5089  0.24
H -0.5334 -1.9457 1.6761  0.23
H 1.3271 -1.7109 -0.8393  0.23
H 0.9660 -0.5965 -2.0119  0.40
H 2.6752 0.7793 -0.5547  0.25
H 2.2656 -0.3556 0.8566  0.25
H 0.6729 0.9493 1.5566  0.37
H -0.5307 1.5967 -1.1373  0.26
H -2.7334 0.4061 -0.9760  0.20
H -2.4261 -0.1718 0.4836  0.28

Computed properties:
Electronic energy in eV: -8318.785
Gap between HOMO and LUMO in eV: 9.629
SMILES: N[C@]12CCN[C@@H]1C2
ΔE to the lowest compared entry with this formula, charge and spin in kcal/mol: 197.1

DFT (wB97M-V/def2-TZVPD) results for an isolated molecule of C5H10N2.

Last column: Mulliken charge in e.
Atoms and positions in Å:
C -2.3073 0.2049 0.2771  -0.32
N -1.3251 0.9815 0.1435  -0.49
C -0.1590 0.5793 -0.5357  0.61
C -0.0987 0.4180 -1.8771  -0.77
C 1.0275 0.6885 0.3979  -0.83
C 1.1635 -0.5706 1.2481  -0.44
N 1.1881 -1.7746 0.3019  -0.63
H -2.5693 -0.5566 -0.4698  0.29
H -2.9443 0.3086 1.1546  0.26
H 0.6859 -0.2003 -2.2899  0.28
H -0.6230 1.1879 -2.4321  0.32
H 1.9652 0.8532 -0.1395  0.33
H 1.0471 1.5372 1.0738  0.35
H 2.1169 -0.6416 1.7742  0.37
H 0.3243 -0.8836 1.8655  0.24
H 1.7545 -1.4797 -0.4946  0.18
H 1.8015 -2.4520 0.7088  0.26

Computed properties:
Electronic energy in eV: -8324.254
Gap between HOMO and LUMO in eV: 9.160
SMILES: C=NC(=C)CCN
ΔE to the lowest compared entry with this formula, charge and spin in kcal/mol: 71.0